No. 1
ORCA calculation (wB97M-V/def2-TZVPD) on a structure of composition C4H2O2 in a non-equilibrium geometry.

```
8
Properties=species:S:1:pos:R:3:forces:R:3:nbo_charge:R:1
O 1.1091 -2.2249 -1.5311 0.143 0.408 0.136 -0.4818
C 1.3402 -1.1288 -1.0763 0.110 -0.373 -0.245 0.3679
C 0.5372 -0.4843 -0.0743 -0.246 0.113 0.335 -0.2091
C -0.1648 0.1588 0.6533 1.268 -0.985 0.528 0.3566
C -1.6862 1.4043 0.6641 -0.847 0.700 -0.179 0.1732
O -0.9064 0.8051 1.5594 -0.268 0.101 -1.201 -0.4309
H 2.2012 -0.5192 -1.4015 0.012 -0.150 -0.104 0.1340
H -2.4302 1.9889 1.2064 -0.173 0.185 0.729 0.0900
```
Forces are in eV/Å.

* orbital gap: 8.9 eV
* LUMO energy: -0.68 eV
* energy relative to the best compared isomer or geometry (same formula, charge and spin): 97.6 kcal/mol
* HOMO: -9.62 eV


No. 2
ORCA calculation (wB97M-V/def2-TZVPD) on an isolated molecule of C4H2O2 in a non-equilibrium geometry.

```
8
Properties=species:S:1:pos:R:3:forces:R:3:nbo_charge:R:1
C -0.8031 -0.0785 -0.6523 -2.577 0.526 2.259 -0.1267
C -1.0554 0.0287 0.6857 -1.742 0.556 -0.694 -0.1929
C 2.0363 0.0118 -0.3231 2.309 -0.594 0.175 0.4171
C 0.2996 0.0289 0.2701 -3.494 -0.479 -1.345 0.3711
O 1.1953 -0.9832 0.0237 2.485 -1.095 0.348 -0.4922
O 1.2516 0.9914 0.1377 1.233 1.457 -0.360 -0.4869
H -1.1483 -0.2459 -1.7053 0.435 0.432 1.395 0.2570
H -1.7761 0.2469 1.5636 1.351 -0.802 -1.779 0.2536
```
Forces are in eV/Å.

* orbital gap: 10.5 eV
* LUMO energy: 0.64 eV
* energy relative to the best compared isomer or geometry (same formula, charge and spin): 77.8 kcal/mol
* HOMO: -9.85 eV


No. 3
ORCA calculation (wB97M-V/def2-TZVPD) on a cluster of 2 separate species, C4H2O2 in total in a non-equilibrium geometry.

```
8
Properties=species:S:1:pos:R:3:forces:R:3:nbo_charge:R:1
O 0.8310 -2.0110 -0.1655 -0.178 -1.588 -0.139 -0.4193
C 1.0437 -0.9397 0.2295 -0.425 -1.923 1.218 0.3428
C 1.4528 0.2604 -0.2522 0.736 2.450 -1.778 0.4408
O 1.8157 1.3310 -0.0074 0.382 0.775 0.463 -0.4098
C -1.0809 0.2627 0.5879 1.074 0.067 4.414 -0.2770
C -1.5054 0.2828 -0.5088 -1.162 0.962 -3.648 -0.2064
H -0.7093 0.2788 1.6376 -0.731 -0.108 -1.587 0.2730
H -1.8475 0.5349 -1.5212 0.303 -0.635 1.057 0.2557
```
Forces are in eV/Å.

* orbital gap (spin up / spin down): 7.6 / 7.6 eV
* LUMO energy (spin up / spin down): -0.97 / -0.97 eV
* energy relative to the best compared isomer or geometry (same formula, charge and spin): 65.9 kcal/mol
* HOMO (spin up / spin down): -8.53 / -8.53 eV


No. 4
ORCA calculation (wB97M-V/def2-TZVPD) on an isolated molecule of C4H2O2.

```
8
Properties=species:S:1:pos:R:3:forces:R:3:nbo_charge:R:1
O -2.5434 0.1214 1.0183 0.350 -0.281 -0.532 -0.4573
C -1.9714 -0.4001 0.0912 -0.149 0.022 0.051 0.3555
C -0.5521 -0.2192 -0.1807 0.302 0.153 -0.011 -0.0398
C 0.6318 -0.0813 -0.3866 -0.232 0.003 0.545 -0.0473
C 1.9858 0.3964 -0.0924 -0.187 0.186 0.533 0.3618
O 2.7098 -0.1383 0.7059 -0.103 -0.049 -0.512 -0.4605
H -2.4677 -1.0653 -0.6372 -0.163 0.070 0.167 0.1431
H 2.2072 1.3863 -0.5185 0.182 -0.104 -0.240 0.1444
```
Forces are in eV/Å.

* orbital gap: 10.5 eV
* LUMO energy: -0.44 eV
* energy relative to the best compared isomer or geometry (same formula, charge and spin): 11.1 kcal/mol
* HOMO: -10.96 eV


No. 5
ORCA calculation (wB97M-V/def2-TZVPD) on an isolated molecule of C4H2O4 in a non-equilibrium geometry.

```
10
Properties=species:S:1:pos:R:3:forces:R:3:nbo_charge:R:1
O 2.3065 0.6649 0.0851 -1.632 -0.818 0.663 -0.5037
C 1.1869 0.2243 0.1908 3.718 1.136 -1.452 0.7614
C 0.0555 0.6876 -0.6988 0.421 3.090 0.762 -0.6438
C -1.0834 -0.2145 -0.3536 0.119 -0.991 0.042 0.5002
O -2.1896 -0.4135 -0.8005 2.255 0.501 0.998 -0.4217
C -0.3767 -1.0404 0.8599 -8.092 -2.698 2.945 0.6309
O -1.1990 -1.6441 1.6063 4.234 1.724 -2.479 -0.4929
O 0.8940 -0.7800 1.1003 -0.022 0.670 -0.736 -0.4351
H 0.4051 0.6533 -1.7707 -0.532 0.435 1.158 0.3003
H 0.0006 1.8623 -0.2188 -0.470 -3.047 -1.901 0.3044
```
Forces are in eV/Å.

* orbital gap: 9.6 eV
* LUMO energy: -1.09 eV
* energy relative to the best compared isomer or geometry (same formula, charge and spin): 8.6 kcal/mol
* HOMO: -10.66 eV


No. 6
ORCA calculation (wB97M-V/def2-TZVPD) on an isolated molecule of C4H2OS in a non-equilibrium geometry.

```
8
Properties=species:S:1:pos:R:3:forces:R:3:nbo_charge:R:1
O 3.4206 2.5477 -1.2543 -0.031 -0.421 0.360 -0.4274
C 2.4799 1.9051 -0.9973 0.862 1.036 -0.589 0.6497
C 1.3296 1.3654 -0.9159 -1.827 -0.530 -0.278 -0.2651
C 0.3957 0.5435 -0.4342 0.496 1.229 -1.063 -0.1747
C 0.6963 -0.3421 0.6419 1.387 -0.760 1.328 -0.3329
S 2.1969 -0.4039 1.2790 -0.722 -0.533 0.290 0.1151
H -0.6057 0.5400 -0.8478 -0.071 0.007 -0.046 0.2213
H -0.0901 -0.9792 1.0297 -0.094 -0.028 -0.001 0.2140
```
Forces are in eV/Å.

* orbital gap: 6.8 eV
* LUMO energy: -2.21 eV
* energy relative to the best compared isomer or geometry (same formula, charge and spin): 0.8 kcal/mol
* HOMO: -9.01 eV